Below is a structure of composition C77H65N6OP4RuSSe2 in a non-equilibrium geometry, with properties calculated with ωB97M-V/def2-TZVPD.

```
157
Properties=species:S:1:pos:R:3:lowdin_spin:R:1
Ru 0.836 -0.206 -0.172 3.5760
Se -6.636 1.422 -1.481 0.0000
P -5.323 3.037 -1.869 0.0000
C -5.541 3.773 -3.502 0.0000
C -5.835 2.938 -4.576 0.0000
C -5.954 3.474 -5.851 0.0000
C -5.784 4.839 -6.050 0.0000
C -5.502 5.672 -4.977 0.0000
C -5.374 5.141 -3.699 0.0000
C -5.551 4.375 -0.678 0.0000
C -6.842 4.889 -0.544 0.0000
C -7.096 5.880 0.391 0.0000
C -6.066 6.356 1.197 0.0000
C -4.783 5.851 1.058 0.0000
C -4.519 4.857 0.118 0.0001
C -3.578 2.574 -1.813 0.0009
C -2.862 1.416 -1.482 0.0063
N -1.560 1.665 -1.768 0.0352
N -1.477 2.893 -2.256 0.0025
N -2.676 3.453 -2.296 0.0054
P -3.166 -0.210 -0.850 0.0412
Se -1.259 -1.333 -0.987 0.3461
C -3.737 -0.219 0.854 0.0055
C -4.424 0.874 1.375 0.0004
C -4.925 0.812 2.668 0.0004
C -4.748 -0.334 3.433 0.0002
C -4.059 -1.426 2.915 0.0004
C -3.544 -1.369 1.628 0.0064
C -4.298 -1.110 -1.887 0.0101
C -4.134 -1.002 -3.266 0.0062
C -5.022 -1.650 -4.106 0.0002
C -6.055 -2.409 -3.568 0.0051
C -6.195 -2.536 -2.191 0.0003
C -5.313 -1.889 -1.342 0.0050
H -5.991 1.880 -4.404 0.0000
H -6.194 2.828 -6.688 0.0000
H -5.877 5.255 -7.047 0.0000
H -5.384 6.737 -5.133 0.0000
H -5.145 5.788 -2.862 0.0000
H -7.641 4.506 -1.168 0.0000
H -8.098 6.277 0.498 0.0000
H -6.268 7.129 1.930 0.0000
H -3.982 6.240 1.675 0.0000
H -3.510 4.481 -0.015 0.0000
H -4.583 1.759 0.781 0.0000
H -5.473 1.658 3.068 0.0000
H -5.161 -0.383 4.435 0.0000
H -3.941 -2.328 3.504 0.0000
H -3.016 -2.221 1.214 0.0054
H -3.335 -0.393 -3.676 0.0006
H -4.916 -1.556 -5.180 -0.0001
H -6.757 -2.905 -4.227 0.0003
H -7.003 -3.129 -1.778 -0.0001
H -5.437 -1.962 -0.268 0.0002
C 2.566 1.777 -2.844 0.0016
C 2.998 0.301 -2.754 0.0208
P 3.248 -0.312 -1.047 0.1392
C 4.618 0.639 -0.321 0.0198
C 4.800 0.532 1.062 0.0035
C 5.925 1.073 1.666 0.0004
C 6.863 1.748 0.894 0.0001
C 6.684 1.859 -0.479 0.0015
C 5.569 1.298 -1.091 0.0038
C 4.142 -1.901 -1.171 0.0234
C 4.884 -2.262 -2.292 0.0060
C 5.640 -3.427 -2.278 0.0011
C 5.659 -4.236 -1.150 0.0014
C 4.923 -3.878 -0.027 -0.0002
C 4.168 -2.715 -0.036 0.0037
C 1.218 2.108 -2.174 0.0334
P 1.490 2.391 -0.351 0.1873
C 0.151 3.052 0.724 0.0231
C -0.842 2.205 1.225 0.0314
C -1.736 2.621 2.192 0.0019
C -1.629 3.901 2.719 0.0116
C -0.658 4.760 2.234 0.0011
C 0.222 4.345 1.241 0.0102
C 2.583 3.853 -0.504 0.0394
C 3.761 4.018 0.214 0.0037
C 4.527 5.167 0.043 -0.0001
C 4.115 6.153 -0.839 0.0004
C 2.923 6.003 -1.541 0.0027
C 2.158 4.859 -1.380 0.0094
H 2.462 2.010 -3.903 0.0001
H 3.353 2.424 -2.459 0.0001
H 3.905 0.138 -3.332 0.0041
H 2.219 -0.323 -3.195 0.0020
H 4.065 0.002 1.661 0.0012
H 6.072 0.966 2.735 0.0000
H 7.738 2.183 1.362 0.0000
H 7.419 2.378 -1.082 0.0002
H 5.471 1.361 -2.169 0.0002
H 4.887 -1.641 -3.181 0.0004
H 6.224 -3.696 -3.151 0.0002
H 6.253 -5.142 -1.142 0.0001
H 4.937 -4.509 0.855 0.0000
H 3.583 -2.440 0.837 0.0012
H 0.499 1.307 -2.343 0.0080
H 0.774 3.001 -2.594 0.0065
H -0.964 1.202 0.835 0.0137
H -2.512 1.948 2.539 -0.0001
H -2.305 4.220 3.502 0.0007
H -0.576 5.766 2.628 -0.0001
H 0.974 5.037 0.896 0.0007
H 4.072 3.266 0.924 0.0010
H 5.451 5.284 0.599 0.0000
H 4.710 7.049 -0.971 0.0000
H 2.584 6.780 -2.213 0.0005
H 1.215 4.765 -1.910 0.0007
O 0.714 -0.895 1.924 0.1297
S -0.066 -0.606 3.213 0.0207
C 0.248 -2.024 4.230 0.0057
C -0.827 -2.611 4.881 0.0019
C -0.603 -3.753 5.641 0.0003
C 0.673 -4.290 5.721 0.0012
C 1.742 -3.689 5.057 -0.0001
C 1.535 -2.545 4.305 0.0013
C 0.906 0.619 4.080 0.0029
C 0.491 1.014 5.343 0.0007
C 1.213 1.996 6.004 0.0003
C 2.324 2.573 5.399 -0.0001
C 2.718 2.172 4.129 0.0002
C 2.003 1.186 3.459 0.0006
H -1.819 -2.177 4.799 0.0001
H -1.426 -4.229 6.161 0.0000
H 0.842 -5.186 6.307 0.0001
H 2.737 -4.110 5.134 0.0000
H 2.354 -2.057 3.784 0.0001
H -0.377 0.559 5.811 0.0000
H 0.907 2.315 6.993 0.0001
H 2.881 3.343 5.919 0.0000
H 3.581 2.628 3.655 0.0000
H 2.283 0.879 2.462 0.0017
N 3.088 -7.343 -1.873 0.0000
C 3.361 -8.632 -1.464 -0.0001
C 3.971 -9.715 -2.099 0.0000
C 4.049 -10.883 -1.374 -0.0001
C 3.540 -10.976 -0.062 0.0000
C 2.944 -9.903 0.558 -0.0001
C 2.857 -8.706 -0.159 0.0000
N 2.300 -7.493 0.208 -0.0004
C 2.458 -6.718 -0.826 0.0001
C 1.989 -5.333 -0.859 -0.0015
C 1.999 -4.551 -2.010 0.0049
C 1.562 -3.245 -1.942 0.0084
N 1.120 -2.686 -0.812 0.1242
C 1.074 -3.454 0.294 0.0077
C 1.492 -4.762 0.311 0.0039
H 3.353 -6.938 -2.752 0.0001
H 4.363 -9.645 -3.108 0.0000
H 4.507 -11.755 -1.826 0.0000
H 3.620 -11.920 0.463 0.0000
H 2.546 -9.971 1.564 0.0000
H 2.345 -4.939 -2.961 0.0007
H 1.537 -2.630 -2.835 0.0005
H 0.690 -2.983 1.188 0.0004
H 1.441 -5.357 1.216 0.0006
```

Properties
Total charge: +2
Energy relative to the best compared isomer or geometry (same formula, charge and spin): 0.0000 eV
2S+1: 6
LUMO level (spin up / spin down): -4.407 / -6.870 eV
<S²>: 8.769
Largest force on an atom: 1.028 eV Å⁻¹


Below is a cluster of 10 separate species, C77H90BFNO6 in total in a non-equilibrium geometry, with properties calculated with ωB97M-V/def2-TZVPD.

```
176
Properties=species:S:1:pos:R:3:lowdin_charge:R:1
C -1.864 -2.887 0.539 -0.1041
C -1.378 -4.043 -0.351 -0.2309
C -0.944 -3.659 -1.806 -0.2010
C -1.418 -2.298 -2.310 -0.2318
C -0.481 -1.121 -1.919 -0.1944
C 0.831 -1.224 -2.721 -0.2078
C 2.067 -0.721 -1.945 -0.2086
C 2.240 -1.396 -0.563 -0.0674
B 2.378 -0.328 0.681 -0.6853
C 1.378 0.989 0.552 -0.2212
C 2.075 2.351 0.692 -0.0384
F 0.388 0.917 1.574 -0.0713
O 3.837 -0.063 0.818 0.0086
C 4.300 -1.051 1.682 -0.2157
C 5.728 -0.861 2.216 -0.2900
C 6.566 -2.095 1.798 -0.0576
C 6.383 0.465 1.805 -0.1964
C 6.614 0.644 0.296 -0.0902
C 3.175 -0.917 2.820 -0.4793
O 3.353 -2.099 3.615 0.0097
N 2.119 -2.737 3.864 0.0058
O 2.223 -3.454 4.784 0.0545
O 3.529 0.314 3.455 0.1095
C 2.789 0.642 4.543 -0.3586
O 2.276 -0.144 5.321 0.1238
C 2.682 2.123 4.770 -0.1128
C 3.278 2.995 3.890 -0.0306
C 3.177 4.351 4.035 -0.0765
C 2.461 4.851 5.095 -0.0941
C 1.897 3.990 5.996 -0.0950
C 2.004 2.639 5.841 -0.0250
O 2.084 -0.922 2.057 0.0995
H -1.006 -2.334 0.921 0.0724
H -2.624 -2.254 0.085 0.0616
H -2.334 -3.338 1.422 0.0673
H -0.487 -4.448 0.140 0.0977
H -2.080 -4.880 -0.395 0.0777
H 0.132 -3.807 -1.900 0.0934
H -1.402 -4.407 -2.466 0.0929
H -1.421 -2.300 -3.409 0.1021
H -2.449 -2.075 -2.019 0.0818
H -0.336 -1.126 -0.843 0.0864
H -1.001 -0.223 -2.271 0.1029
H 1.051 -2.266 -2.976 0.0973
H 0.708 -0.701 -3.676 0.1012
H 2.081 0.375 -1.917 0.0803
H 2.922 -1.006 -2.572 0.1025
H 1.405 -2.094 -0.390 0.0886
H 3.121 -2.043 -0.644 0.0932
H 0.797 1.015 -0.376 0.1028
H 3.163 2.291 0.749 0.0658
H 1.834 3.010 -0.154 0.0585
H 1.645 2.852 1.562 0.0721
H 4.104 -2.067 1.314 0.1453
H 5.729 -0.891 3.310 0.1348
H 6.842 -2.087 0.744 0.0663
H 7.432 -2.225 2.455 0.0696
H 5.943 -2.975 1.979 0.0741
H 5.828 1.294 2.249 0.1002
H 7.377 0.480 2.295 0.0856
H 5.770 1.180 -0.142 0.0594
H 6.664 -0.308 -0.230 0.0621
H 7.502 1.257 0.119 0.0602
H 3.834 2.572 3.063 0.1082
H 3.641 4.989 3.294 0.1087
H 2.369 5.929 5.170 0.1026
H 1.358 4.421 6.832 0.0948
H 1.541 1.983 6.570 0.1203
C -4.890 -1.831 -4.208 -0.0921
C -5.925 -2.370 -4.960 -0.0969
C -6.259 -1.808 -6.185 -0.1097
C -5.553 -0.712 -6.661 -0.0999
C -4.516 -0.175 -5.910 -0.0927
C -4.186 -0.731 -4.682 -0.0845
H -4.630 -2.268 -3.251 0.0895
H -6.472 -3.230 -4.592 0.0977
H -7.070 -2.225 -6.769 0.0883
H -5.811 -0.276 -7.618 0.0966
H -3.963 0.678 -6.282 0.1007
H -3.380 -0.310 -4.094 0.0988
C -11.096 -0.996 -8.732 -0.0963
C -10.012 -0.981 -7.865 -0.0932
C -10.124 -1.546 -6.603 -0.0933
C -11.319 -2.134 -6.209 -0.0898
C -12.402 -2.152 -7.078 -0.1084
C -12.292 -1.579 -8.338 -0.1013
H -11.009 -0.552 -9.716 0.0994
H -9.078 -0.528 -8.174 0.0982
H -9.280 -1.528 -5.925 0.0907
H -11.405 -2.579 -5.226 0.1015
H -13.333 -2.611 -6.771 0.0921
H -13.139 -1.588 -9.013 0.0993
C 11.224 2.188 2.424 -0.0976
C 10.350 1.168 2.773 -0.0937
C 9.881 1.075 4.076 -0.0932
C 10.276 2.007 5.026 -0.0932
C 11.147 3.029 4.675 -0.0977
C 11.624 3.118 3.375 -0.1195
H 11.595 2.259 1.408 0.0984
H 10.036 0.445 2.031 0.1010
H 9.204 0.276 4.350 0.1016
H 9.904 1.936 6.041 0.1003
H 11.454 3.757 5.416 0.0990
H 12.307 3.913 3.102 0.0931
C -4.819 -6.111 -1.377 -0.0983
C -4.638 -5.930 -2.742 -0.0922
C -4.421 -7.027 -3.564 -0.0947
C -4.394 -8.305 -3.023 -0.1010
C -4.578 -8.485 -1.659 -0.1007
C -4.787 -7.388 -0.835 -0.0959
H -4.985 -5.254 -0.736 0.1026
H -4.665 -4.933 -3.165 0.0866
H -4.273 -6.885 -4.628 0.1001
H -4.228 -9.161 -3.665 0.0974
H -4.557 -9.482 -1.238 0.0976
H -4.924 -7.528 0.230 0.1003
C 3.403 4.266 -5.701 -0.1101
C 4.461 4.297 -4.804 -0.1059
C 4.334 3.697 -3.558 -0.0890
C 3.151 3.058 -3.213 -0.0815
C 2.094 3.024 -4.111 -0.0880
C 2.218 3.631 -5.354 -0.1034
H 3.501 4.736 -6.672 0.0940
H 5.387 4.790 -5.075 0.0953
H 5.157 3.726 -2.855 0.1012
H 3.053 2.586 -2.243 0.0861
H 1.172 2.523 -3.841 0.1004
H 1.391 3.608 -6.053 0.0957
C -2.351 5.485 9.758 -0.1011
C -2.023 5.815 8.450 -0.1134
C -1.610 4.827 7.566 -0.1153
C -1.533 3.507 7.987 -0.0879
C -1.864 3.176 9.294 -0.0922
C -2.270 4.165 10.181 -0.1016
H -2.670 6.256 10.448 0.0969
H -2.089 6.845 8.119 0.1010
H -1.348 5.085 6.547 0.1066
H -1.215 2.737 7.296 0.1067
H -1.805 2.146 9.622 0.1015
H -2.523 3.907 11.201 0.0969
C -14.683 -7.001 -6.231 -0.0960
C -15.717 -7.541 -6.984 -0.1000
C -16.050 -6.980 -8.209 -0.1006
C -15.344 -5.885 -8.686 -0.0960
C -14.308 -5.347 -7.935 -0.0964
C -13.979 -5.902 -6.706 -0.0936
H -14.425 -7.436 -5.274 0.1002
H -16.264 -8.399 -6.615 0.0987
H -16.861 -7.398 -8.793 0.0983
H -15.600 -5.450 -9.644 0.0993
H -13.754 -4.494 -8.308 0.0851
H -13.174 -5.479 -6.119 0.0987
C 16.359 4.300 1.627 -0.0989
C 17.370 4.422 2.570 -0.1033
C 17.262 3.772 3.793 -0.1015
C 16.146 2.993 4.068 -0.0920
C 15.137 2.869 3.124 -0.0971
C 15.241 3.525 1.905 -0.0961
H 16.442 4.809 0.675 0.0987
H 18.243 5.024 2.353 0.0973
H 18.048 3.873 4.531 0.0976
H 16.063 2.483 5.019 0.1007
H 14.267 2.260 3.337 0.0911
H 14.451 3.431 1.170 0.0991
C -5.341 4.744 3.670 -0.0982
C -5.885 3.529 4.060 -0.0980
C -5.781 3.113 5.381 -0.0955
C -5.141 3.917 6.313 -0.0912
C -4.600 5.134 5.923 -0.1003
C -4.696 5.546 4.602 -0.0937
H -5.418 5.066 2.639 0.0988
H -6.389 2.903 3.334 0.0990
H -6.200 2.161 5.683 0.0989
H -5.062 3.595 7.344 0.1014
H -4.102 5.759 6.651 0.0810
H -4.268 6.493 4.297 0.0987
```

Properties
Total charge: -1
LUMO level: 1.766 eV
Largest force on an atom: 5.267 eV Å⁻¹